(1)
The following is a DFT calculation (ωB97M-V/def2-TZVPD) of a single C20H30N2O2 molecule.

For the HOMO energy, the calculation gives -0.2922 Eh. For the largest force on an atom, the calculation gives 0.01805 hartree/bohr. The molar mass comes out at 330.47 g/mol. The SMILES is CC(C)N1CCN(Cc2ccc(C#CCCO)cc2)C[C@@H]1CCO. As for the HOMO-LUMO gap: 8.7062 eV.

```
54
Properties=species:S:1:pos:R:3:mulliken_charge:R:1
C 4.27 -0.88 -3.64 -1.401
C 4.45 -1.58 -2.29 0.368
C 5.94 -1.79 -2.00 -1.430
N 3.81 -0.94 -1.15 0.341
C 4.13 0.44 -0.87 -0.967
C 3.09 1.44 -1.39 -0.581
N 1.78 1.07 -0.89 0.363
C 0.76 2.06 -1.21 -1.160
C -0.51 1.77 -0.46 0.654
C -1.75 1.81 -1.09 -0.610
C -2.91 1.56 -0.39 -0.879
C -2.85 1.25 0.97 0.969
C -4.04 0.99 1.69 -0.300
C -5.05 0.77 2.31 -0.201
C -6.27 0.50 3.04 -0.487
C -7.43 0.22 2.08 -0.511
O -8.65 0.00 2.75 -0.518
C -1.61 1.21 1.61 -1.061
C -0.46 1.47 0.90 0.030
C 1.44 -0.24 -1.39 -1.106
C 2.44 -1.28 -0.86 -0.280
C 2.25 -1.47 0.65 -0.753
C 3.13 -2.60 1.18 -0.776
O 2.77 -3.87 0.67 -0.522
H 4.75 0.10 -3.63 0.229
H 3.22 -0.75 -3.87 0.314
H 4.72 -1.47 -4.43 0.499
H 3.99 -2.58 -2.36 0.272
H 6.06 -2.26 -1.03 0.301
H 6.38 -2.44 -2.76 0.464
H 6.48 -0.85 -2.00 0.321
H 4.19 0.55 0.22 0.320
H 5.10 0.68 -1.29 0.498
H 3.10 1.48 -2.49 0.234
H 3.34 2.44 -1.01 0.482
H 0.56 2.10 -2.30 0.329
H 1.14 3.04 -0.90 0.387
H -1.80 2.04 -2.15 0.379
H -3.87 1.59 -0.89 0.447
H -6.52 1.36 3.66 0.234
H -6.12 -0.37 3.70 0.353
H -7.60 1.09 1.43 0.323
H -7.18 -0.64 1.44 0.309
H -8.55 -0.76 3.33 0.305
H -1.56 0.97 2.66 0.438
H 0.51 1.44 1.38 0.405
H 1.43 -0.26 -2.49 0.074
H 0.43 -0.50 -1.05 0.574
H 2.22 -2.24 -1.34 0.700
H 1.20 -1.70 0.86 0.352
H 2.50 -0.55 1.17 0.337
H 3.10 -2.62 2.28 0.342
H 4.16 -2.44 0.86 0.244
H 1.84 -4.02 0.87 0.353
```

***

(2)
The following is a DFT calculation (ωB97M-V/def2-TZVPD) of a single C20H30N2O3S molecule.

For the HOMO energy, the calculation gives -0.3071 Eh. For the largest force on an atom, the calculation gives 0.01350 hartree/bohr. The molar mass comes out at 378.54 g/mol. The SMILES is COc1ccccc1C(=O)N[C@H](CCSC)C(=O)NC1CCCCCC1. As for the HOMO-LUMO gap: 8.8669 eV.

```
56
Properties=species:S:1:pos:R:3:mulliken_charge:R:1
C 3.16 -3.77 -2.20 -1.025
O 2.18 -2.75 -2.23 -0.548
C 2.19 -1.84 -3.25 0.917
C 3.09 -1.90 -4.30 -0.583
C 3.08 -0.96 -5.31 -0.583
C 2.17 0.07 -5.29 -0.790
C 1.27 0.15 -4.25 -0.484
C 1.25 -0.79 -3.22 0.091
C 0.21 -0.56 -2.17 0.753
O -0.39 0.52 -2.14 -0.827
N -0.03 -1.56 -1.31 0.009
C -1.05 -1.58 -0.27 -0.448
C -2.44 -1.26 -0.83 -0.501
C -3.50 -1.37 0.26 -0.486
S -5.14 -0.84 -0.32 -0.088
C -4.91 0.96 -0.29 -0.717
C -0.69 -0.65 0.92 -0.077
O -0.52 -1.12 2.02 -0.684
N -0.67 0.65 0.59 0.478
C -0.31 1.76 1.48 -0.043
C 1.20 1.79 1.74 -1.117
C 1.69 1.04 2.98 -0.533
C 1.63 1.90 4.24 -0.813
C 0.23 2.10 4.81 -0.627
C -0.76 2.71 3.82 -0.973
C -1.19 1.73 2.73 -0.520
H 2.96 -4.32 -1.28 0.283
H 4.17 -3.35 -2.16 0.376
H 3.07 -4.44 -3.05 0.383
H 3.82 -2.70 -4.34 0.402
H 3.80 -1.04 -6.12 0.390
H 2.16 0.81 -6.08 0.405
H 0.54 0.95 -4.20 0.452
H 0.56 -2.37 -1.38 0.346
H -1.05 -2.59 0.14 0.410
H -2.44 -0.25 -1.25 0.191
H -2.67 -1.96 -1.63 0.423
H -3.25 -0.75 1.13 0.103
H -3.62 -2.40 0.59 0.351
H -4.63 1.26 0.72 0.183
H -4.15 1.25 -1.00 0.216
H -5.87 1.40 -0.56 0.369
H -0.71 0.86 -0.40 0.259
H -0.57 2.66 0.90 0.303
H 1.52 2.83 1.81 0.522
H 1.69 1.37 0.85 0.416
H 1.11 0.13 3.11 0.279
H 2.73 0.75 2.81 0.379
H 2.09 2.87 4.03 0.311
H 2.24 1.42 5.01 0.343
H -0.16 1.14 5.15 0.312
H 0.31 2.75 5.68 0.364
H -1.65 3.01 4.38 0.367
H -0.34 3.61 3.37 0.346
H -2.21 1.95 2.42 0.427
H -1.18 0.72 3.14 0.310
```

***

(3)
The following is a DFT calculation (ωB97M-V/def2-TZVPD) of a single C20H30N2O5S molecule.

For the HOMO energy, the calculation gives -0.2971 Eh. For the largest force on an atom, the calculation gives 0.01275 hartree/bohr. The molar mass comes out at 410.54 g/mol. The SMILES is CCOC(=O)c1sc(NC(=O)CCN2CCCCCC2)c(C(=O)OCC)c1C. As for the HOMO-LUMO gap: 8.6936 eV.

```
58
Properties=species:S:1:pos:R:3:mulliken_charge:R:1
C -3.85 -5.68 0.21 -1.239
C -4.84 -4.54 0.14 -0.264
O -4.11 -3.32 0.06 -0.270
C -4.83 -2.19 0.01 0.580
O -6.04 -2.17 0.03 -0.651
C -3.94 -1.03 -0.07 0.456
S -2.22 -1.34 -0.09 -0.003
C -1.92 0.34 -0.18 0.007
N -0.66 0.84 -0.23 0.028
C 0.44 0.02 -0.21 0.640
O 0.31 -1.19 -0.15 -0.729
C 1.75 0.75 -0.28 -0.624
C 2.94 -0.22 -0.37 -0.856
N 4.18 0.51 -0.51 0.263
C 5.12 -0.02 -1.46 -1.049
C 5.63 -1.45 -1.18 -0.474
C 6.68 -1.52 -0.08 -0.771
C 6.21 -0.93 1.25 -0.517
C 6.07 0.60 1.20 -0.787
C 4.70 1.09 0.72 -0.828
C -3.08 1.11 -0.21 0.178
C -2.99 2.56 -0.29 1.232
O -1.93 3.16 -0.33 -0.827
O -4.17 3.18 -0.33 -0.300
C -4.15 4.61 -0.40 -0.277
C -3.99 5.23 0.99 -1.115
C -4.26 0.30 -0.14 -0.665
C -5.65 0.83 -0.15 -1.339
H -3.22 -5.69 -0.67 0.312
H -4.39 -6.63 0.28 0.397
H -3.22 -5.57 1.09 0.311
H -5.49 -4.50 1.03 0.321
H -5.49 -4.62 -0.74 0.316
H -0.61 1.86 -0.29 0.337
H 1.85 1.38 0.61 0.368
H 1.75 1.42 -1.14 0.312
H 2.79 -0.84 -1.26 0.522
H 2.92 -0.88 0.50 0.149
H 4.61 -0.03 -2.44 0.439
H 5.96 0.67 -1.54 0.493
H 6.06 -1.84 -2.10 0.375
H 4.78 -2.08 -0.92 0.293
H 6.95 -2.57 0.07 0.339
H 7.58 -0.99 -0.40 0.317
H 5.26 -1.38 1.54 0.264
H 6.95 -1.18 2.01 0.322
H 6.22 1.01 2.20 0.390
H 6.86 1.01 0.56 0.396
H 3.97 0.89 1.51 0.488
H 4.76 2.18 0.59 0.163
H -5.11 4.88 -0.84 0.331
H -3.33 4.93 -1.05 0.303
H -4.78 4.87 1.65 0.295
H -3.03 4.95 1.41 0.307
H -4.05 6.31 0.91 0.391
H -6.35 0.01 -0.09 0.384
H -5.79 1.51 0.69 0.275
H -5.83 1.39 -1.07 0.293
```

***

(4)
The following is a DFT calculation (ωB97M-V/def2-TZVPD) of a single C20H30N4O4S molecule in a non-equilibrium geometry.

For the HOMO energy, the calculation gives -0.3001 Eh. For the largest force on an atom, the calculation gives 0.02136 hartree/bohr. The molar mass comes out at 422.55 g/mol. The SMILES is CCN(CC)CCCNC(=O)c1cn(C)c2ccc(S(=O)(=O)N(C)C)cc2c1=O. As for the HOMO-LUMO gap: 7.9363 eV.

```
59
Properties=species:S:1:pos:R:3:mulliken_charge:R:1
C 7.26 -1.11 0.62 -1.318
C 5.75 -1.20 0.50 -0.550
N 5.35 -2.23 -0.45 0.327
C 5.42 -1.77 -1.82 -0.270
C 5.33 -2.91 -2.83 -1.424
C 4.13 -2.92 -0.09 -1.487
C 2.84 -2.08 -0.12 0.387
C 1.64 -2.91 0.34 -1.241
N 0.43 -2.12 0.37 -0.053
C -0.59 -2.32 -0.47 0.551
O -0.64 -3.21 -1.30 -0.769
C -1.73 -1.36 -0.31 -0.699
C -2.81 -1.59 -1.10 0.069
N -3.94 -0.84 -1.11 0.138
C -5.02 -1.19 -2.01 -1.184
C -4.04 0.24 -0.27 0.232
C -5.20 1.04 -0.24 -0.662
C -5.28 2.11 0.63 -1.034
C -4.23 2.39 1.49 -0.078
S -4.34 3.83 2.56 1.212
O -5.71 4.25 2.60 -0.718
O -3.65 3.56 3.78 -0.699
N -3.48 5.02 1.75 0.027
C -2.05 4.84 1.72 -0.895
C -4.08 5.45 0.51 -0.879
C -3.09 1.62 1.48 -0.399
C -2.97 0.54 0.60 0.129
C -1.73 -0.24 0.61 1.456
O -0.79 0.07 1.34 -0.891
H 7.72 -0.76 -0.30 0.323
H 7.53 -0.42 1.42 0.412
H 7.67 -2.09 0.86 0.320
H 5.34 -1.46 1.48 0.420
H 5.34 -0.21 0.22 0.286
H 6.39 -1.28 -1.94 0.402
H 4.64 -1.02 -2.05 0.321
H 4.32 -3.30 -2.91 0.284
H 5.62 -2.55 -3.82 0.433
H 6.00 -3.71 -2.54 0.330
H 4.27 -3.32 0.92 0.413
H 4.01 -3.77 -0.76 0.283
H 2.65 -1.71 -1.13 0.123
H 2.95 -1.21 0.54 0.275
H 1.47 -3.74 -0.35 0.433
H 1.83 -3.31 1.34 0.294
H 0.39 -1.32 0.99 0.282
H -2.77 -2.43 -1.78 0.440
H -5.92 -1.42 -1.44 0.377
H -4.73 -2.07 -2.58 0.325
H -5.22 -0.37 -2.70 0.371
H -6.03 0.83 -0.89 0.434
H -6.16 2.73 0.67 0.535
H -1.57 5.81 1.56 0.325
H -1.73 4.15 0.94 0.337
H -1.76 4.45 2.70 0.316
H -5.16 5.50 0.67 0.321
H -3.71 6.44 0.26 0.334
H -3.86 4.76 -0.32 0.304
H -2.28 1.82 2.16 0.667
```

***

Which of these has the lowest molar mass?
C20H30N2O2